No. 1
Density functional theory data (wB97M-V/def2-TZVPD) for a 5-piece molecular cluster, H11O5 overall in a non-equilibrium geometry.

```
16
Properties=species:S:1:pos:R:3:forces:R:3:nbo_charge:R:1
O -1.487 0.124 0.929 0.09 -1.06 0.16 -0.9661
H -2.194 0.137 1.591 0.12 0.40 -0.17 0.5174
H -1.136 -0.788 0.988 -0.19 0.52 0.03 0.4980
O 0.719 -1.596 2.365 0.26 -0.11 0.48 -0.9822
H 0.127 -2.005 3.011 -0.20 -0.01 -0.31 0.5002
H 1.547 -1.601 2.864 0.07 0.14 -0.15 0.4940
O -1.113 1.840 -2.832 0.13 -0.88 0.44 -0.9392
H -1.943 1.351 -2.783 -0.32 0.52 -0.48 0.5010
H -1.276 2.783 -2.938 -0.23 -0.03 0.09 0.5201
O 1.936 -0.871 -0.194 -0.99 0.42 0.36 -0.9697
H 2.816 -1.219 -0.360 -0.05 -0.01 0.25 0.5275
H 1.585 -1.065 0.704 0.68 -0.35 -0.56 0.5241
O 0.234 0.863 -0.884 -1.31 0.10 1.86 -0.8826
H -0.394 0.764 -0.080 0.77 0.18 -0.53 0.5429
H 1.015 0.179 -0.756 -0.30 0.06 -0.80 0.5617
H -0.434 1.103 -1.626 1.47 0.11 -0.67 0.5529
```
Forces are in eV/Å.

Results
LUMO level: -3.101 eV
2S+1: 1
energy relative to the best compared isomer or geometry (same formula, charge and spin): 0.782 eV
charge: +1
HOMO energy: -16.09 eV
gap between HOMO and LUMO: 12.99 eV

No. 2
Density functional theory data (wB97M-V/def2-TZVPD) for one molecule with the formula C4H6N2S in a non-equilibrium geometry.

```
13
Properties=species:S:1:pos:R:3:forces:R:3:nbo_charge:R:1
C 1.112 1.265 0.724 -2.57 -0.69 1.08 -0.1838
C 1.553 0.586 -0.322 -1.31 0.56 0.80 -0.2383
C -0.554 0.601 1.019 4.84 0.37 -1.14 0.0602
C 0.600 -0.380 -0.840 -2.03 -0.40 -2.26 -0.2329
N -0.537 -0.368 0.095 -0.26 0.75 -1.42 -0.2545
N -1.598 -1.249 -0.130 -0.54 -0.94 0.78 -0.6508
S -1.577 0.813 2.231 -0.81 0.49 0.61 -0.1259
H 1.617 2.006 1.390 -0.75 -0.76 -0.75 0.2351
H 2.440 0.564 -0.861 1.89 0.65 -0.38 0.2216
H 0.343 -0.246 -2.028 0.02 0.29 2.78 0.2027
H 1.040 -1.347 -0.904 0.29 -1.13 0.46 0.2235
H -2.119 -1.082 -0.973 0.31 0.61 -0.72 0.3547
H -2.319 -1.162 0.600 0.93 0.19 0.16 0.3883
```
Forces are in eV/Å.

Results
LUMO level: 0.635 eV
2S+1: 1
energy relative to the best compared isomer or geometry (same formula, charge and spin): 3.057 eV
HOMO energy: -8.42 eV
gap between HOMO and LUMO: 9.05 eV

No. 3
Density functional theory data (wB97M-V/def2-TZVPD) for C52H50AsClF6N3O2P2Pd as an isolated structure in a non-equilibrium geometry.

```
118
Properties=species:S:1:pos:R:3:forces:R:3:mulliken_charge:R:1
Pd 0.251 1.492 0.152 1.95 0.72 -0.35 1.2040
O 2.820 3.810 0.940 0.27 0.53 0.52 -0.0284
C 4.052 3.500 0.438 0.51 -0.53 -0.46 0.7649
C 5.122 4.354 0.203 -0.27 0.17 0.15 -1.0545
C 6.300 3.835 -0.314 -0.15 -0.19 -0.04 -0.9063
C 6.407 2.491 -0.633 0.07 -0.06 -0.02 -0.9568
C 5.324 1.647 -0.455 0.00 0.05 0.02 -0.5375
C 4.151 2.149 0.090 -0.82 0.64 0.24 0.6063
P 2.660 1.137 0.362 -0.41 -0.62 -0.61 1.1027
C 2.821 0.004 -1.053 -0.08 0.02 -0.08 0.8186
C 3.123 -1.352 -1.020 0.18 0.30 0.12 -0.5335
C 3.161 -2.068 -2.206 -0.04 -0.05 -0.08 -0.7272
C 2.872 -1.447 -3.411 -0.02 -0.12 0.00 -0.8656
C 2.542 -0.100 -3.446 -0.08 -0.03 -0.01 -0.8730
C 2.513 0.621 -2.269 0.24 0.07 0.24 -0.6047
C 2.952 0.296 1.943 -0.56 0.34 -0.13 0.9388
C 2.016 0.513 2.955 0.02 0.21 -0.12 -0.7593
C 2.166 -0.115 4.179 -0.01 -0.05 0.04 -0.5655
C 3.252 -0.947 4.395 -0.01 0.08 -0.03 -0.7850
C 4.201 -1.135 3.402 0.13 -0.03 -0.11 -0.8380
C 4.062 -0.510 2.175 -0.05 0.12 -0.18 -0.5302
C 2.400 5.111 1.078 -0.43 0.42 -0.24 -0.6855
C 3.088 6.103 1.763 0.01 -0.25 0.09 -0.4258
C 2.564 7.385 1.794 -0.04 -0.10 -0.09 -0.7165
C 1.369 7.681 1.154 -0.05 0.02 -0.03 -0.9052
C 0.641 6.674 0.543 0.01 0.00 0.00 -0.3533
C 1.149 5.380 0.516 0.66 -0.90 0.13 0.3202
P 0.143 3.979 -0.088 -0.47 -0.51 -0.39 1.5031
C 0.149 4.031 -1.912 0.02 -0.29 0.30 0.9589
C -0.343 2.902 -2.581 -0.23 -0.06 0.25 -0.6248
C -0.334 2.857 -3.963 0.04 -0.04 0.03 -0.6735
C 0.187 3.922 -4.685 -0.01 0.04 0.07 -0.7185
C 0.703 5.028 -4.027 0.03 -0.06 -0.10 -0.7407
C 0.692 5.085 -2.642 -0.09 -0.02 0.18 -0.6913
C -1.452 4.520 0.596 0.11 -0.42 0.22 0.5838
C -1.505 4.448 1.994 0.18 0.11 -0.27 -0.5666
C -2.672 4.762 2.660 -0.09 0.08 -0.08 -0.9594
C -3.802 5.111 1.931 0.16 0.03 -0.12 -0.4099
C -3.741 5.212 0.547 -0.10 0.01 0.15 -0.8543
C -2.570 4.917 -0.131 0.34 -0.06 0.02 -0.0068
H 5.054 5.410 0.398 -0.03 0.07 0.06 0.6327
H 7.137 4.495 -0.480 0.04 0.07 -0.02 0.4372
H 7.327 2.107 -1.045 0.08 -0.06 -0.02 0.4608
H 5.392 0.608 -0.744 0.00 -0.07 -0.07 0.3683
H 3.325 -1.842 -0.079 0.02 -0.08 0.09 0.4516
H 3.409 -3.118 -2.190 0.06 -0.11 0.01 0.5802
H 2.902 -2.017 -4.326 0.02 -0.07 -0.12 0.4244
H 2.300 0.383 -4.381 0.03 0.04 -0.09 0.5268
H 2.272 1.680 -2.273 -0.05 -0.04 -0.13 0.4998
H 1.193 1.202 2.780 0.00 -0.21 0.07 0.3757
H 1.439 0.038 4.960 -0.07 0.08 0.09 0.5049
H 3.381 -1.427 5.349 -0.01 -0.12 0.16 0.4365
H 5.059 -1.763 3.583 0.09 -0.07 0.04 0.4585
H 4.815 -0.620 1.406 0.07 -0.11 0.03 0.4644
H 3.999 5.875 2.295 0.08 -0.03 -0.03 0.7214
H 3.097 8.158 2.324 0.05 0.09 0.05 0.4525
H 0.990 8.691 1.159 -0.05 0.07 0.00 0.4804
H -0.311 6.886 0.078 -0.09 0.04 0.10 0.5270
H -0.759 2.058 -2.014 0.10 0.36 -0.28 -0.0435
H -0.725 1.992 -4.480 -0.04 -0.03 -0.01 0.5138
H 0.189 3.887 -5.763 0.03 0.01 -0.11 0.4284
H 1.124 5.843 -4.597 0.01 0.08 -0.01 0.4553
H 1.103 5.945 -2.131 0.02 0.05 0.00 0.4183
H -0.621 4.131 2.541 -0.11 0.03 0.07 0.2975
H -2.718 4.698 3.736 0.00 -0.03 0.08 0.4566
H -4.738 5.279 2.442 -0.06 0.14 0.04 0.4383
H -4.620 5.509 -0.005 -0.07 0.02 -0.08 0.4632
H -2.521 4.995 -1.208 -0.04 -0.07 -0.12 0.5326
F -1.078 1.133 1.980 -1.76 -0.39 -0.23 -0.5485
As -2.792 0.856 1.289 1.15 -0.02 -0.43 2.0463
F -2.990 -0.320 2.541 -0.21 0.10 -0.34 -0.4866
F -2.152 -0.394 0.211 -0.55 0.19 0.70 -0.5240
F -4.322 0.622 0.533 0.28 0.10 0.43 -0.5038
F -2.231 1.960 -0.025 -0.18 -0.49 0.73 -0.5013
F -3.379 2.106 2.290 0.11 -0.28 -0.38 -0.4196
C -0.200 -6.970 0.215 -0.11 0.04 -0.09 -1.6468
C -1.310 -6.627 -0.795 0.17 0.23 0.16 1.3860
C -2.541 -7.478 -0.449 0.13 0.18 -0.17 -1.7190
C -0.841 -7.008 -2.200 -0.15 0.11 0.17 -1.8809
C -1.640 -5.080 -0.675 -0.04 -0.32 -0.97 1.8980
O -1.923 -4.756 0.655 -0.44 0.13 0.50 -0.6010
C -2.850 -4.690 -1.571 0.26 -0.13 0.37 -1.4219
C -3.495 -3.361 -1.140 -0.02 0.14 0.08 -0.3952
C -4.331 -3.491 0.088 0.32 -0.01 -0.85 -0.0052
C -3.930 -2.904 1.296 0.03 0.35 1.45 0.6917
C -4.725 -2.969 2.417 0.80 0.39 -0.30 -1.2100
C -5.958 -3.628 2.349 -0.22 0.22 0.90 0.3862
Cl -6.967 -3.674 3.721 0.40 -0.03 -0.62 -0.0693
C -6.370 -4.238 1.153 -0.02 -0.42 -1.20 -0.8440
C -5.561 -4.169 0.043 -0.96 -0.40 0.48 -0.2924
C -0.382 -4.257 -1.099 -0.03 -0.86 0.21 -1.9184
N -0.212 -2.982 -0.452 0.01 1.03 -0.50 1.2941
C 0.002 -1.790 -1.026 0.01 0.40 0.15 -1.4596
N 0.268 -0.892 -0.091 -0.08 0.90 0.37 1.9494
C 0.197 -1.603 1.065 0.02 -0.07 -0.33 -1.1606
N -0.073 -2.862 0.866 0.21 -0.51 1.14 -1.0087
H -0.191 -8.040 0.404 0.03 -0.13 -0.01 0.5118
H -0.351 -6.459 1.162 0.04 -0.02 0.11 0.3086
H 0.787 -6.709 -0.158 0.12 0.02 -0.01 0.4084
H -2.255 -8.526 -0.432 0.05 -0.08 0.06 0.5256
H -3.331 -7.384 -1.189 -0.12 -0.01 -0.05 0.4059
H -2.953 -7.247 0.532 -0.11 -0.03 0.19 0.3864
H -0.627 -8.074 -2.227 0.04 -0.06 -0.03 0.5138
H 0.068 -6.483 -2.480 0.15 0.05 -0.06 0.3261
H -1.601 -6.806 -2.949 -0.14 0.01 -0.17 0.3621
H -2.453 -5.459 1.050 0.08 -0.10 -0.02 0.6555
H -3.613 -5.463 -1.508 0.01 -0.09 -0.13 0.2643
H -2.528 -4.618 -2.607 -0.10 -0.03 -0.09 0.6687
H -4.152 -3.049 -1.957 -0.05 0.07 0.01 0.7070
H -2.746 -2.588 -0.989 -0.02 0.07 0.00 -0.4146
H -2.969 -2.417 1.348 -0.02 0.10 0.00 0.5206
H -4.407 -2.502 3.336 -0.01 0.03 0.07 0.5436
H -7.322 -4.744 1.112 -0.09 -0.03 0.01 0.4890
H -5.888 -4.621 -0.882 -0.04 -0.04 -0.07 0.5525
H -0.404 -4.078 -2.174 0.08 -0.02 0.07 0.0605
H 0.502 -4.850 -0.852 -0.06 0.15 -0.15 0.3939
H -0.040 -1.604 -2.081 0.02 -0.01 -0.24 0.4753
H 0.330 -1.178 2.043 0.02 -0.01 0.06 0.6330
```
Forces are in eV/Å.

Results
LUMO level (alpha / beta): -6.246 / -8.668 eV
2S+1: 2
⟨S²⟩: 0.766
charge: +2
HOMO energy (alpha / beta): -12.95 / -12.95 eV
gap between HOMO and LUMO (alpha / beta): 6.71 / 4.29 eV